[1]
Molecular formula: C30H66BrN5O2PS
Method: DFT, ωB97M-V with the def2-TZVPD basis set

As for the net charge: +1. The highest occupied orbital energy is -9.1535 eV. The molecular weight is 671.8 g/mol. Its multiplicity is 1.

Cartesian coordinates (Å):
O 0.65 -2.10 10.61
C 1.23 -1.19 10.10
O 1.75 -0.16 10.91
C 1.52 -1.05 8.58
C 1.46 -2.27 7.76
C 1.70 -2.12 6.34
N 2.01 -0.88 5.81
P 2.34 -0.80 4.04
S 1.15 0.36 3.06
C 2.10 0.28 6.54
Br 2.59 2.01 5.79
C 1.85 0.25 7.99
H 2.62 -0.52 11.19
H 1.25 -3.28 8.18
H 1.63 -3.03 5.70
H 3.72 -0.42 3.95
H 2.26 -2.15 3.55
H 1.93 1.20 8.57
C -2.63 3.90 -0.84
C -2.26 2.89 -1.92
N -0.94 2.30 -1.74
C -0.49 1.54 -2.90
C -1.28 0.29 -3.29
C -0.69 1.67 -0.46
C -1.62 0.53 -0.03
H -1.89 4.70 -0.77
H -3.60 4.36 -1.08
H -2.73 3.43 0.14
H -2.27 3.43 -2.88
H -3.04 2.13 -1.98
H 0.56 1.27 -2.77
H -0.49 2.22 -3.77
H -1.06 -0.54 -2.62
H -0.99 -0.03 -4.29
H -2.35 0.46 -3.30
H -0.74 2.44 0.32
H 0.34 1.32 -0.42
H -2.67 0.73 -0.24
H -1.53 0.36 1.04
H -1.34 -0.41 -0.52
C 3.61 7.60 1.35
C 3.88 6.13 1.66
N 2.75 5.45 2.28
C 3.09 4.14 2.80
C 3.52 3.06 1.81
C 1.48 5.52 1.56
C 1.44 4.97 0.13
H 3.32 8.15 2.24
H 4.52 8.06 0.96
H 2.84 7.72 0.59
H 4.72 6.10 2.35
H 4.20 5.63 0.74
H 2.25 3.76 3.40
H 3.91 4.27 3.53
H 2.67 2.65 1.26
H 3.98 2.22 2.35
H 4.26 3.42 1.09
H 1.16 6.56 1.52
H 0.70 5.02 2.15
H 2.32 5.26 -0.46
H 0.56 5.35 -0.39
H 1.36 3.88 0.12
C -1.58 0.81 -7.38
C -1.70 -0.14 -8.56
N -1.14 -1.46 -8.31
C -1.03 -2.27 -9.52
C -2.32 -2.67 -10.23
C -1.65 -2.16 -7.14
C -3.15 -2.43 -7.06
H -0.54 0.92 -7.06
H -1.95 1.80 -7.66
H -2.17 0.48 -6.52
H -1.16 0.32 -9.40
H -2.76 -0.19 -8.86
H -0.46 -3.17 -9.29
H -0.41 -1.72 -10.24
H -2.84 -3.47 -9.70
H -2.09 -3.05 -11.23
H -3.01 -1.83 -10.36
H -1.36 -1.59 -6.25
H -1.11 -3.11 -7.03
H -3.75 -1.57 -7.37
H -3.43 -2.66 -6.03
H -3.44 -3.29 -7.67
C -2.02 -2.68 3.22
C -1.63 -3.69 2.15
N -0.30 -4.26 2.34
C 0.17 -5.03 1.19
C -0.60 -6.29 0.81
C -0.06 -4.89 3.64
C -0.97 -6.04 4.06
H -1.28 -1.88 3.28
H -2.98 -2.24 2.97
H -2.12 -3.15 4.20
H -1.64 -3.16 1.19
H -2.40 -4.46 2.09
H 1.22 -5.29 1.33
H 0.17 -4.36 0.32
H -0.38 -7.12 1.48
H -0.30 -6.61 -0.20
H -1.68 -6.14 0.78
H -0.12 -4.11 4.41
H 0.98 -5.23 3.68
H -2.02 -5.84 3.84
H -0.89 -6.20 5.14
H -0.69 -6.98 3.58


[2]
Molecular formula: CH6S3
Method: DFT, ωB97M-V with the def2-TZVPD basis set

As for the SMILES: CS.SS. As for the net charge: 0. The highest occupied orbital energy is -9.0543 eV. The energy above the lowest of the compared OMol25 structures with the same formula, charge and spin is 32.41 kcal per mole. The molecular weight is 114.3 g/mol. Its multiplicity is 1.

Cartesian coordinates (Å):
S 0.32 -1.10 0.14
S 1.77 -2.66 -0.05
H -0.43 -1.93 0.96
H 1.88 -2.86 -1.35
C -0.15 2.41 -0.23
S -2.00 2.51 0.15
H 0.53 2.21 0.50
H -0.08 3.53 -0.54
H 0.20 1.63 -1.09
H -2.64 2.93 -0.99


[3]
Molecular formula: C5H9BN3O3W
Method: DFT, ωB97M-V with the def2-TZVPD basis set

As for the net charge: +3. The highest occupied orbital energy (spin up / spin down) is -19.9766 / -19.9686 eV. The energy above the lowest of the compared OMol25 structures with the same formula, charge and spin is 0.00 kcal per mole. The molecular weight is 353.8 g/mol. Its multiplicity is 1.

Cartesian coordinates (Å):
W -0.03 1.95 0.92
N -1.79 0.61 0.23
C -2.11 -0.48 1.24
C -0.88 -0.90 1.93
O -0.84 2.13 2.35
N 0.07 -1.19 2.50
C 1.51 -0.86 2.64
C 1.58 0.35 1.70
O 1.89 1.51 2.00
O 0.93 0.22 0.56
H -2.65 1.15 0.10
H -1.60 0.17 -0.68
H -2.58 -1.35 0.76
H -2.78 -0.08 2.01
H 2.11 -1.71 2.33
H 1.71 -0.58 3.68
B 0.26 6.15 -0.82
C 0.13 4.77 -0.38
N 0.03 3.68 0.10
H 1.10 5.98 -1.92
H 0.92 6.78 -1.84
H -0.20 7.14 -0.39